A molecular structure, C4H10N2O at a distorted geometry, computed with ωB97M-V/def2-TZVPD.

Values from the calculation:
HOMO   -8.316 eV
Net charge   0
Orbital gap   9.04 eV
E   -9334.56757 eV

```
17
Properties=species:S:1:pos:R:3:forces:R:3:lowdin_charge:R:1
C -0.3214 -0.8980 0.0315 -0.1 1.2 -0.2 -0.2256
C 2.1836 0.3399 -0.1801 0.4 -0.4 0.1 -0.3248
C -0.1070 -0.2182 1.3267 -0.1 0.2 0.2 -0.0745
C -1.6744 -0.9844 -0.6104 0.1 0.1 0.1 -0.0557
N 0.3531 0.5006 0.1579 -0.4 -1.7 -0.2 -0.2166
N -0.2235 1.7210 -0.1860 -0.6 0.4 0.0 0.0813
O 2.4031 -0.8772 -0.1513 0.5 -0.1 -0.1 -0.1367
H 0.3794 -1.6833 -0.2319 0.3 0.4 0.0 0.1266
H -1.2207 1.7707 0.0185 0.1 -0.1 0.0 0.0801
H -0.0844 1.8971 -1.1770 0.0 -0.2 0.1 0.0922
H 2.5024 0.9871 0.6578 -0.1 0.1 0.0 0.0982
H 2.1622 0.8863 -1.1441 -0.1 0.1 0.0 0.0891
H 0.6760 -0.5733 1.9831 0.1 0.0 0.0 0.1187
H -0.9705 0.2046 1.8298 0.0 0.0 0.0 0.1183
H -2.3427 -0.1962 -0.2635 -0.1 0.0 0.0 0.0661
H -1.5872 -0.9323 -1.6959 0.0 0.0 0.0 0.0813
H -2.1278 -1.9444 -0.3652 -0.1 0.0 0.0 0.0822
```
Positions in Å, forces in eV/Å.

=====

A molecular structure, C5H8 at a distorted geometry, computed with ωB97M-V/def2-TZVPD.

Values from the calculation:
HOMO   -9.015 eV
Net charge   0
Orbital gap   10.29 eV
E   -5311.41657 eV

```
13
Properties=species:S:1:pos:R:3:forces:R:3:lowdin_charge:R:1
C 1.9137 0.4784 0.1102 -2.4 0.9 0.4 -0.0386
C 1.0823 -0.6345 -0.1583 2.8 2.4 2.6 -0.1731
C -0.4023 -0.6357 -0.2574 -0.7 -0.7 -1.6 -0.3442
C -1.3713 -0.0421 0.7650 -0.7 0.1 0.9 -0.1413
C -1.1857 0.6666 -0.5454 1.6 0.0 -1.2 -0.1556
H 1.5679 1.7769 0.2349 0.8 -4.5 -0.7 0.1394
H 2.9529 0.3142 0.4670 -0.8 0.1 -0.6 0.0254
H 1.6378 -1.6083 0.0676 -1.0 1.2 -0.8 0.1069
H -0.8000 -1.4981 -0.9035 0.5 1.2 1.4 0.1437
H -0.8964 0.5161 1.6179 -0.5 -0.9 -0.9 0.1122
H -2.3709 -0.5521 1.0473 1.9 0.8 -0.7 0.1219
H -1.8238 0.4753 -1.4415 0.2 0.8 1.2 0.1040
H -0.4869 1.5798 -0.5739 -1.6 -1.4 0.0 0.0994
```
Positions in Å, forces in eV/Å.

=====

2 unconnected molecules or ions with the total composition CH3O2S at a distorted geometry, computed with ωB97M-V/def2-TZVPD.

Values from the calculation:
HOMO (alpha / beta)   -4.374 / -1.411 eV
Net charge   -1
Orbital gap (alpha / beta)   8.30 / 4.37 eV
E   -16014.36793 eV

```
7
Properties=species:S:1:pos:R:3:forces:R:3:lowdin_charge:R:1
C 2.0898 0.1579 0.0356 -1.2 1.1 0.0 0.0744
O -2.7443 -1.5108 -0.3164 0.0 0.7 0.2 -0.7376
O -2.9014 1.0625 -0.2823 0.1 -0.8 0.2 -0.7396
S -2.5554 -0.2190 0.4575 -0.1 0.0 -0.4 0.4889
H 2.9704 -0.3648 -0.2431 0.5 -0.2 -0.2 -0.0446
H 1.4810 -0.1212 0.8767 0.1 -0.3 0.2 -0.0309
H 1.6598 0.9954 -0.5281 0.6 -0.5 0.0 -0.0106
```
Positions in Å, forces in eV/Å.

=====

A single C6H8 molecule, computed with ωB97M-V/def2-TZVPD.

Values from the calculation:
HOMO   -9.584 eV
Net charge   0
Orbital gap   9.90 eV
E   -6347.08186 eV

```
14
Properties=species:S:1:pos:R:3:forces:R:3:lowdin_charge:R:1
C 1.9502 0.2306 -0.5653 0.1 0.0 0.0 -0.0545
C 0.7316 0.8793 0.0226 -0.2 0.6 0.0 -0.4420
C 0.2724 2.0941 0.1148 0.3 -0.7 -0.1 0.2484
C -0.3507 0.0592 0.7098 0.0 0.0 0.2 -0.3005
C -1.8125 0.1106 0.3088 -0.2 0.1 0.0 -0.1209
C -0.9713 -1.0515 -0.0984 0.0 -0.2 -0.1 -0.1184
H 2.4995 -0.3353 0.1959 -0.1 0.1 -0.1 0.0853
H 2.6247 0.9728 -1.0001 -0.1 -0.1 0.1 0.0772
H 1.6552 -0.4718 -1.3548 0.0 0.1 0.2 0.0766
H -0.1674 -0.1404 1.7631 0.0 0.0 -0.2 0.1364
H -2.5433 -0.0438 1.0978 0.2 0.1 -0.1 0.1037
H -2.1122 0.8201 -0.4550 0.1 -0.1 0.1 0.1016
H -1.1080 -2.0053 0.4006 0.0 0.1 -0.1 0.1037
H -0.6683 -1.1186 -1.1397 -0.1 0.0 0.2 0.1034
```
Positions in Å, forces in eV/Å.